Computed, not measured: a single C5H7NO molecule, with ωB97M-V/def2-TZVPD.

The largest force on an atom is 2.81 eV/Å. Its SMILES is C/C=C\CN=C=O. The calculation puts the HOMO energy at -9.6 eV. The calculation puts the relative energy (zero: lowest compared OMol25 entry of this formula, charge and spin) at 231.3 kJ/mol. Its energy is -324.63635 hartree. As for the molecular weight: 97.12 g/mol.

The geometry in ORCA input format:
```
! RIJCOSX wB97M-V def2-TZVPD def2/J DEFGRID3
* xyz 0 1
C 1.343 -0.098 0.471
C 0.528 -1.230 -0.076
C -0.787 -1.098 -0.234
C -1.553 0.189 -0.003
N -0.811 1.444 -0.062
C 0.291 1.680 -0.537
O 1.250 2.208 -0.957
H 1.677 -0.237 1.485
H 2.234 0.115 -0.148
H 0.606 0.713 0.767
H 1.023 -2.168 -0.328
H -1.396 -1.944 -0.555
H -2.089 0.137 0.954
H -2.317 0.290 -0.776
*
```

---

Computed, not measured: a molecular structure, C5H7NO, with ωB97M-V/def2-TZVPD.

The largest force on an atom is 0.40 eV/Å. The calculation puts the HOMO energy at -8.1 eV. The calculation puts the relative energy (zero: lowest compared OMol25 entry of this formula, charge and spin) at 684.2 kJ/mol. Its energy is -324.46387 hartree. As for the molecular weight: 97.12 g/mol.

The geometry in ORCA input format:
```
! RIJCOSX wB97M-V def2-TZVPD def2/J DEFGRID3
* xyz 0 1
C -1.697 0.449 -0.292
C -0.091 -0.847 0.354
N 0.735 -1.545 1.185
C 0.791 -0.014 1.110
C 1.140 0.644 -0.227
C 0.018 -0.263 -0.966
O -0.070 -0.647 -2.123
H -1.714 1.168 -1.112
H -1.805 0.942 0.675
H -2.456 -0.316 -0.456
H 1.430 -2.122 0.709
H 0.593 0.479 2.053
H 2.091 0.340 -0.674
H 1.035 1.731 -0.236
*
```

---

Computed, not measured: a single C5H7NO molecule, with ωB97M-V/def2-TZVPD.

The largest force on an atom is 1.03 eV/Å. Its SMILES is Cc1occc1N. The calculation puts the HOMO energy at -7.7 eV. The calculation puts the relative energy (zero: lowest compared OMol25 entry of this formula, charge and spin) at 190.8 kJ/mol. Its energy is -324.65178 hartree. As for the molecular weight: 97.12 g/mol.

The geometry in ORCA input format:
```
! RIJCOSX wB97M-V def2-TZVPD def2/J DEFGRID3
* xyz 0 1
C -0.480 1.373 -1.173
C -0.649 0.412 -0.060
O -1.330 -0.640 -0.640
C -0.633 -1.746 -0.444
C 0.395 -1.531 0.432
C 0.342 -0.121 0.753
N 1.207 0.605 1.595
H -0.017 2.249 -0.758
H 0.183 0.986 -1.997
H -1.455 1.526 -1.644
H -0.945 -2.498 -1.144
H 1.091 -2.266 0.805
H 1.476 0.142 2.457
H 0.814 1.508 1.818
*
```